No. 1
This record from the Open Molecules 2025 dataset describes C6H9NO in the gas phase. The level of theory is ωB97M-V with the def2-TZVPD basis set.

The geometry in XYZ format:
```
17
Properties=species:S:1:pos:R:3:forces:R:3
C -1.423893 1.010749 0.090862 2.7 -3.5 0.7
C -0.448741 -0.031925 0.828468 -2.9 1.8 5.4
C 0.497664 -0.675567 -0.055708 2.8 1.1 -1.7
C 2.007349 -0.789789 0.351479 -3.8 -0.5 -1.6
C -0.018649 -0.154557 -1.457508 0.3 -1.5 3.0
C -1.141171 0.577888 -1.283067 -2.2 -2.9 -3.5
H -0.046691 2.606995 0.172385 -4.5 -1.9 -0.4
H -2.327523 0.977253 0.680189 -1.0 -0.6 -1.0
H -1.285323 -0.690136 1.300128 1.9 0.5 -0.4
H -0.000477 0.676730 1.694819 -0.7 -2.1 -1.5
H 2.324708 -0.594888 1.335551 0.7 0.6 0.6
H 2.373910 -0.649789 -0.595565 3.2 1.5 -1.2
H 0.799581 -2.334924 0.943204 1.6 -0.1 -1.9
H 0.528337 -0.767617 -2.156357 -0.7 0.7 -1.4
H -2.035516 0.563858 -2.007074 2.0 0.8 0.5
N 1.323271 -2.027722 0.028706 -4.6 0.1 3.1
O -1.126836 2.303442 0.129489 5.2 6.1 1.3
```
Forces are in eV/Å.

## Properties
Energy relative to the best compared isomer or geometry (same formula, charge and spin), kcal/mol: 133.1


No. 2
This record from the Open Molecules 2025 dataset describes 5 unconnected molecules or ions with the total composition C12H28Cl6O6S2. The level of theory is ωB97M-V with the def2-TZVPD basis set.

The geometry in XYZ format:
```
54
Properties=species:S:1:pos:R:3:forces:R:3
O -17.265477 -2.382658 11.010407 -0.4 -0.1 -0.7
S -18.043147 -2.611049 12.187626 0.6 -0.3 1.1
O -18.402587 -3.952832 12.574135 0.3 1.0 -0.1
O -17.173071 -1.941653 13.370410 -0.7 -0.6 -0.7
C -16.146627 -0.945017 13.006022 -0.4 -1.2 0.2
C -15.775808 -0.445529 14.335573 1.5 0.9 1.1
C -19.514920 -1.617531 12.167343 0.4 -0.4 -1.1
H -16.629433 -0.151198 12.476198 -0.1 0.3 -0.9
H -15.338186 -1.437540 12.456903 -0.4 0.2 -0.1
H -16.630484 0.046410 14.754935 -0.4 0.5 0.4
H -14.909341 0.241705 14.336319 -0.5 -0.1 -0.3
H -15.492532 -1.221841 15.025971 0.0 -0.6 0.1
H -20.074604 -2.024587 11.311198 0.0 0.2 0.4
H -19.205941 -0.614185 11.920506 0.1 0.4 -0.1
H -20.076869 -1.645803 13.082391 0.0 -0.3 0.4
O -20.337681 -4.782483 6.719729 -0.1 -0.2 -0.2
S -18.913887 -4.881575 6.790444 0.4 0.6 2.3
O -18.134034 -3.679956 6.757152 0.0 -0.7 0.1
O -18.533040 -5.679282 8.208234 0.1 0.6 -2.4
C -19.577055 -6.511783 8.726119 -0.8 0.5 0.3
C -20.241873 -5.775168 9.808435 -0.8 0.0 1.8
C -18.377876 -6.002717 5.598668 -0.3 -0.5 -1.2
H -19.224891 -7.431011 9.157436 1.0 -0.4 -0.3
H -20.386341 -6.731568 8.043000 0.4 -0.2 -0.9
H -19.538412 -5.410043 10.556144 0.0 -0.1 0.1
H -20.921125 -6.500141 10.280673 0.0 0.3 0.2
H -20.848821 -4.946310 9.488147 -0.1 0.4 -0.4
H -17.301856 -6.103286 5.479400 0.0 0.2 0.4
H -18.826744 -5.675734 4.643396 0.2 -0.1 0.4
H -18.842187 -6.934355 5.899085 0.1 -0.3 -0.2
Cl -24.683122 -0.344850 8.666146 1.2 0.5 0.6
C -23.280263 0.581151 9.453630 -0.3 -0.6 -0.7
C -21.933088 0.353376 8.794064 -0.8 -1.0 -0.7
Cl -21.332793 -1.361783 9.009541 -0.3 0.7 0.1
H -23.158066 0.267281 10.481142 -0.6 -0.1 0.3
H -23.591336 1.623905 9.393503 0.2 -0.1 0.0
H -21.224345 1.019659 9.240506 0.6 0.3 0.2
H -21.952409 0.459894 7.712757 -0.1 0.3 0.1
Cl -18.435229 0.757031 4.489941 -0.1 0.1 -0.1
C -16.734920 1.293268 4.526604 0.7 0.6 -0.2
C -16.606980 2.832502 4.504284 -0.5 -0.8 1.3
Cl -17.063908 3.445273 6.154516 -0.1 0.1 -0.5
H -16.255691 0.949142 3.603720 -0.1 -0.3 0.3
H -16.322282 0.825468 5.429419 0.3 0.3 -0.4
H -17.332060 3.186777 3.780102 0.1 0.5 0.0
H -15.595239 3.232072 4.360716 -0.3 -0.5 -0.3
Cl -15.735010 -0.452525 8.235331 -0.2 0.0 -0.4
C -17.472340 -0.890830 7.970630 0.4 -0.5 1.4
C -18.352139 0.308216 8.063505 0.1 0.5 0.3
Cl -18.401856 1.109352 9.708707 0.2 -0.4 -0.4
H -17.680491 -1.556231 8.823914 0.0 0.0 -0.6
H -17.603620 -1.428442 7.024637 0.2 0.3 0.3
H -19.370166 -0.017788 7.910005 -0.2 0.1 -0.4
H -18.018645 1.092271 7.397448 -0.3 0.1 -0.2
```
Forces are in eV/Å.


No. 3
This record from the Open Molecules 2025 dataset describes 3 unconnected molecules or ions with the total composition C23H47N4O8S2. The level of theory is ωB97M-V with the def2-TZVPD basis set.

The geometry in XYZ format:
```
84
Properties=species:S:1:pos:R:3:forces:R:3
N 2.945992 -1.969268 4.043833 -0.6 -1.2 1.7
C 1.580304 -2.516984 4.466734 -0.7 0.2 -0.5
C 0.835351 -3.037989 3.073423 -0.9 0.9 2.0
C 0.690573 -1.669398 2.129653 1.8 -1.6 0.4
S -0.922164 -1.788073 1.185014 -1.6 -2.1 -5.5
O -0.577347 -1.422676 -0.311524 -0.8 -0.1 4.8
O -1.421851 -3.282083 1.117241 1.5 4.6 1.6
N -2.158334 -0.658472 1.680115 2.0 -1.1 2.6
S -2.058017 -0.260748 3.377579 2.5 0.5 0.7
O -1.184915 1.010142 3.543273 -2.6 -3.5 -0.3
O -1.670938 -1.435791 4.306964 -1.0 3.0 -2.6
C -3.828059 0.239414 3.895484 -1.9 -0.2 -0.9
C -4.548433 -0.858058 4.877293 -1.4 -0.3 0.0
C -5.292621 -2.103679 4.047801 -1.7 -3.2 -2.0
C -6.902773 -2.468978 4.259233 2.9 -2.2 -3.1
C -7.540865 -3.691609 3.359262 2.5 0.6 -0.4
C -6.708117 -4.600309 2.256440 2.8 3.3 2.3
C -5.105355 -4.267711 2.079358 -2.5 2.6 3.0
C -4.470725 -3.044704 2.978726 -2.7 -0.5 0.4
H 3.174881 -1.262796 4.779421 0.4 -1.1 -0.9
H 3.586966 -2.809380 4.112664 -0.6 1.7 0.0
H 0.978789 -1.618023 4.968432 1.0 -2.1 -1.4
H 1.646686 -3.351902 5.294261 -0.1 1.4 -1.7
H 1.407898 -3.905313 2.533970 -1.0 1.9 1.0
H -0.226166 -3.446641 3.431608 2.3 1.0 -1.2
H 0.846273 -0.681825 2.737635 -0.8 -1.9 -1.2
H 1.569355 -1.764580 1.329175 -2.3 0.5 1.5
H -3.873462 1.324684 4.346693 0.7 -2.3 -0.8
H -4.490181 0.280923 2.902968 1.7 -0.1 2.0
H -5.443262 -0.283039 5.417747 1.9 -1.2 -1.2
H -3.861758 -1.258764 5.743058 -1.1 0.7 -2.1
H -7.550157 -1.851516 5.021657 1.3 -1.5 -1.8
H -8.696990 -3.930192 3.512550 2.8 0.6 -0.4
H -7.175258 -5.456047 1.596815 0.8 2.0 1.7
H -4.372421 -4.842559 1.343686 -1.9 1.4 1.8
H -3.327367 -2.820524 2.840147 -2.5 -0.5 0.2
C 3.315520 -0.018787 -6.699623 -0.1 -0.4 0.1
O 3.217297 -1.031234 -5.709143 0.2 0.5 -0.1
C 3.467542 -0.551500 -4.382412 -0.5 -0.4 0.4
C 2.177849 -0.576989 -3.546931 0.3 0.4 -0.5
N 1.229455 0.445843 -3.999610 0.1 -0.2 -0.1
C -0.114250 0.297488 -3.426077 -0.1 0.0 -0.2
C -0.896436 -0.985557 -3.773247 -0.2 0.4 0.4
O -1.272618 -1.081231 -5.147380 0.4 -0.3 0.0
C -0.269442 -1.619068 -5.998254 -0.5 0.2 -0.1
H 3.277101 -0.497391 -7.682672 0.0 0.0 0.2
H 2.476052 0.678278 -6.627683 0.1 0.2 0.0
H 4.263082 0.525250 -6.617865 -0.1 0.1 0.0
H 3.927232 0.444451 -4.382250 -0.2 0.0 -0.1
H 4.185596 -1.243150 -3.930923 0.0 0.0 0.0
H 2.426206 -0.397050 -2.495139 -0.1 0.0 -0.1
H 1.749044 -1.579249 -3.632864 0.1 -0.2 0.1
H 1.147952 0.399481 -5.013703 0.1 0.0 0.3
H -0.699083 1.154827 -3.781951 0.0 -0.1 0.0
H -0.046301 0.394978 -2.335601 0.0 -0.2 -0.1
H -1.836194 -0.951406 -3.209805 0.2 0.0 -0.1
H -0.385777 -1.896312 -3.441432 0.1 0.1 -0.1
H 0.358145 -2.356293 -5.492330 0.1 0.1 0.1
H 0.340267 -0.812681 -6.412184 0.3 -0.1 0.0
H -0.766005 -2.110467 -6.840117 -0.1 0.0 0.1
C 3.498353 1.798286 1.501610 -0.1 -0.2 -0.4
O 2.533747 1.638545 0.472160 0.2 0.1 0.5
C 1.212715 2.026341 0.868986 -0.5 0.1 -0.5
C 0.778072 3.299923 0.126652 0.4 -0.3 0.5
N 1.525588 4.471244 0.595458 0.0 0.1 -0.3
C 1.351856 5.658005 -0.251837 0.4 -0.2 0.1
C 1.851110 5.569440 -1.708357 -0.1 0.4 0.2
O 3.269993 5.464500 -1.829453 -0.4 -0.2 -0.1
C 3.776414 4.141752 -1.713296 0.3 0.3 0.0
H 4.430049 1.328309 1.172997 -0.2 0.0 0.0
H 3.698323 2.857411 1.686128 0.0 0.1 0.2
H 3.174249 1.310697 2.427757 0.0 0.1 0.0
H 1.125049 2.144664 1.955976 0.1 0.1 -0.1
H 0.546178 1.209882 0.574116 0.0 0.1 0.0
H -0.292095 3.466138 0.292305 0.1 0.0 0.0
H 0.938832 3.130070 -0.941566 -0.1 -0.2 -0.1
H 2.518005 4.244258 0.623108 -0.3 0.0 0.0
H 1.896126 6.472922 0.241505 -0.1 0.0 -0.2
H 0.292354 5.942101 -0.249989 0.1 -0.1 -0.1
H 1.580115 6.511659 -2.198828 0.1 0.0 0.0
H 1.348653 4.782564 -2.281694 0.1 -0.2 0.1
H 3.081485 3.391658 -2.097688 -0.1 0.0 0.1
H 4.034481 3.931125 -0.672921 -0.1 -0.3 0.0
H 4.702581 4.080742 -2.292324 -0.1 0.1 0.0
```
Forces are in eV/Å.

## Properties
Charge: -1


No. 4
This record from the Open Molecules 2025 dataset describes a gas-phase ion, C2H8O2PS4 (charge +1). The level of theory is ωB97M-V with the def2-TZVPD basis set.

The geometry in XYZ format:
```
17
Properties=species:S:1:pos:R:3:forces:R:3
C 1.667016 -0.090286 -1.625743 -3.1 1.1 0.8
C 0.146428 0.969147 0.875366 -1.7 -2.0 -1.4
O 0.560915 0.371303 -2.436995 1.3 -0.9 0.9
O 1.058397 1.972285 0.799194 -0.3 1.1 -1.0
P 1.121074 -0.469619 0.168638 0.5 -1.4 0.6
S -1.296035 -2.396573 1.823704 0.4 0.7 -0.3
S -2.435981 -0.613658 -0.752891 -1.2 -1.5 -0.4
S -0.914486 -1.888303 -0.181904 -0.2 -0.3 0.5
S 2.369180 -1.564660 1.191289 -1.3 1.2 -0.8
H 2.457389 0.626618 -1.398686 0.3 -0.2 -0.8
H 1.859100 -1.046479 -2.034401 1.2 -0.8 -0.3
H -0.716291 1.167957 0.199987 0.7 0.0 0.1
H -0.371891 0.682708 1.804153 0.8 0.3 0.3
H 0.320922 1.265186 -2.218677 0.0 0.8 0.1
H 1.475188 2.011706 1.626974 1.4 0.6 1.8
H -1.730333 -3.646528 1.647555 0.0 -0.2 -0.4
H -3.359569 -1.670080 -1.088646 1.3 1.5 0.4
```
Forces are in eV/Å.

## Properties
Energy relative to the best compared isomer or geometry (same formula, charge and spin), kcal/mol: 6.3
Charge: +1


Results for strongest force on any atom: 8.1, 2.5, 6.1, 3.4 (in eV/A, following the order of the records).
Results for gap between HOMO and LUMO: 9.579, 10.722, 8.343, 8.469 (in eV, following the order of the records).